Entry 1:
44
Properties=species:S:1:pos:R:3 method="wB97M-V/def2-TZVPD" s_squared=2.015 charge=-1 orbital_gap_ev="5.45 / 6.00" spin_multiplicity=3 homo_energy_ha="-0.07653 / -0.09691"
C -1.22804 -2.04761 -0.02094
C -1.63924 -1.35772 -1.19540
C -2.31173 -0.16513 -0.80133
C -2.31221 -0.11620 0.62046
C -1.63845 -1.27593 1.10484
Au 0.00000 0.00000 0.00000
N 1.33251 -0.40769 1.01231
C 2.14366 -0.13521 -1.27151
C 1.07096 -0.10097 -2.13128
H -2.73723 0.58323 -1.47286
H -1.48886 -1.69374 -2.22281
H -2.72783 0.68288 1.23587
H -1.45925 -1.52358 2.15172
H -0.67308 -2.98659 0.01642
H 0.73594 -1.00850 -2.64195
H 2.68812 -1.06397 -1.07928
H 2.09458 -0.82838 1.55762
H 0.65657 0.85586 -2.46741
H 2.60543 0.78623 -0.90791
C 1.53002 1.24894 3.34225
Si 1.14928 2.48774 1.98617
C -0.49856 3.25950 2.38800
C 2.47923 3.79552 2.16914
N 1.09710 1.77567 0.30581
C 0.93066 2.77881 -0.69926
C -0.30298 2.88533 -1.35693
C -0.52640 3.89354 -2.29628
C 0.48473 4.81054 -2.58675
C 1.72040 4.71532 -1.94051
C 1.94434 3.70488 -0.99853
H 1.53951 1.77543 4.31856
H 2.53243 0.80302 3.17737
H 0.75249 0.45889 3.37667
H -0.45437 3.69568 3.40755
H -0.72096 4.05959 1.65310
H -1.28886 2.48369 2.35104
H 3.46860 3.35200 1.92998
H 2.27803 4.66136 1.50908
H 2.49166 4.15385 3.21876
H -1.10093 2.19927 -1.12261
H -1.48724 3.97051 -2.78883
H 0.30825 5.59734 -3.30919
H 2.50130 5.42963 -2.16561
H 2.90673 3.64663 -0.50939


Entry 2:
47
Properties=species:S:1:pos:R:3 method="wB97M-V/def2-TZVPD" charge=-1 orbital_gap_ev=7.77 homo_energy_ha=-0.19513
C -2.97610 -2.39445 -0.95684
C -2.78601 -2.63946 0.54105
C -3.34966 -1.51914 1.42504
C -2.78716 -0.15039 1.04385
O -1.39229 -0.19542 1.14268
B -0.64239 1.05290 1.30128
C 0.94484 0.70323 1.07154
C 1.27679 -0.77055 0.94159
F 0.83201 -1.30527 -0.28862
C -0.91475 1.74465 2.76362
C -0.58384 0.81958 3.93469
C -0.09274 1.46765 5.21626
I 1.76016 2.53422 5.01896
N -1.14484 2.14093 0.18702
C -1.10627 2.04763 -0.96578
S -0.99949 1.94522 -2.55934
H -2.89653 -3.33194 -1.51833
H -2.20553 -1.72189 -1.34657
H -3.95287 -1.95029 -1.17132
H -3.27361 -3.58447 0.81704
H -1.71909 -2.75720 0.75355
H -3.08870 -1.72676 2.46876
H -4.44421 -1.48934 1.33132
H -3.09168 0.08766 0.01220
H -3.22718 0.63374 1.67745
H 1.36898 1.20529 0.19289
H 1.53563 1.06517 1.92952
H 2.35994 -0.95470 0.97399
H 0.80048 -1.36343 1.72930
H -1.96706 2.05025 2.85110
H -0.33754 2.67824 2.82410
H -1.51164 0.31054 4.23981
H 0.11161 0.02287 3.64407
H 0.11780 0.73627 5.99884
H -0.80458 2.20570 5.59502
F 4.83699 -1.82893 -5.35985
C 4.08574 -0.80597 -4.87630
C 3.13444 -1.07534 -3.91446
C 2.37095 -0.02428 -3.42500
C 2.57042 1.26346 -3.90224
C 3.53539 1.50398 -4.87020
C 4.30784 0.46273 -5.36932
H 2.99697 -2.08695 -3.55712
H 1.62444 -0.20899 -2.66625
H 1.96645 2.07190 -3.51250
H 3.68985 2.50781 -5.24453
H 5.06803 0.62353 -6.12200


Entry 3:
66
Properties=species:S:1:pos:R:3 method="wB97M-V/def2-TZVPD" charge=+1 e_above_lowest_kcal_mol=0.0 orbital_gap_ev=7.28 homo_energy_ha=-0.40663
N 5.26232 -1.11338 -1.82905
C 4.38459 -0.32450 -2.61032
O 3.64630 -0.79483 -3.42663
C 4.44908 1.15731 -2.33736
C 3.08333 1.86548 -2.36465
C 1.89345 1.05753 -1.86675
C 1.49150 1.18158 -0.43401
N 0.22568 1.28620 -0.32747
C -0.55828 1.28302 -1.58287
S -1.61500 2.76232 -1.46873
C -1.32500 -0.01078 -1.79732
C -2.34350 0.00445 -2.94383
C -3.56759 -0.84402 -2.59138
S -3.18417 -2.60576 -2.71574
C 0.60633 1.55383 -2.57367
O 0.45603 1.00145 -3.84261
N 0.35040 2.06018 -4.84872
O 0.16752 1.61075 -5.88912
H 6.18215 -1.15143 -2.26011
H 4.89544 -2.06055 -1.81748
H 4.98515 1.33182 -1.41021
H 5.05378 1.58343 -3.14370
H 2.86866 2.17703 -3.38624
H 3.18525 2.79003 -1.79139
H 1.91407 -0.01196 -2.09812
H 2.13402 1.16507 0.43790
H -0.28852 1.38063 0.54506
H -2.54583 2.23316 -0.66413
H -0.61702 -0.82064 -1.99392
H -1.84465 -0.29322 -0.87585
H -1.90436 -0.39272 -3.86046
H -2.70877 1.00039 -3.19237
H -4.37220 -0.58998 -3.28239
H -3.93793 -0.57240 -1.60333
H -3.81045 -3.07916 -1.63409
H 0.58967 2.64647 -2.69145
C -7.20409 -3.16741 -0.79595
Br -6.96489 -4.59660 -2.04980
Br -6.08144 -3.37813 0.75206
Br -6.91689 -1.45282 -1.62269
H -8.23037 -3.19431 -0.46032
C -4.19151 1.04573 2.54829
Br -4.14203 -0.28300 3.92194
Br -2.42554 1.73351 2.17802
Br -5.03635 0.39968 0.94473
H -4.76987 1.88092 2.91603
C 6.83373 2.51014 1.45709
Br 7.48896 3.95638 2.52363
Br 4.90001 2.44979 1.46995
Br 7.52043 2.57576 -0.33559
H 7.17988 1.58940 1.90320
C 1.60766 -3.53241 0.50072
Br 1.70627 -1.67833 -0.07703
Br 1.21699 -3.64250 2.37163
Br 0.35105 -4.49328 -0.57327
H 2.58518 -3.96127 0.33385
C 0.56864 -4.61367 6.78158
Br 2.16657 -5.56424 6.30499
Br 0.33804 -3.04632 5.68285
Br -0.97998 -5.74309 6.72100
H 0.68403 -4.27237 7.79978
C -2.30368 4.00346 5.91565
Br -3.99201 3.84241 4.99937
Br -1.15522 2.49248 5.60153
Br -1.43106 5.65574 5.48637
H -2.52402 4.01759 6.97292


Entry 4:
46
Properties=species:S:1:pos:R:3 method="wB97M-V/def2-TZVPD" smiles="COc1ccc(NC(=S)NCCN2CCC(C)CC2)cc1Cl" e_above_lowest_kcal_mol=3.1 orbital_gap_ev=8.33 homo_energy_ha=-0.28910
C 3.15666 -6.37637 -3.79534
O 2.18557 -5.38820 -4.03771
C 1.99537 -4.42595 -3.09723
C 2.67683 -4.32418 -1.89072
C 2.41306 -3.30341 -0.99467
C 1.44999 -2.34413 -1.28053
N 1.11695 -1.27280 -0.45315
C 1.53398 -0.90679 0.79243
S 2.54144 -1.78447 1.76531
N 1.06266 0.29631 1.18870
C 1.15211 0.81038 2.53158
C -0.26056 1.13802 3.02766
N -0.97749 1.90769 2.02151
C -2.42055 1.76799 2.12395
C -3.09786 2.42328 0.92401
C -2.74150 3.90714 0.84780
C -3.36746 4.56733 -0.37572
C -1.21865 4.02980 0.83026
C -0.60994 3.31469 2.03215
C 0.75806 -2.43399 -2.49143
C 1.02707 -3.45401 -3.37710
Cl 0.16080 -3.54372 -4.86662
H 3.13656 -7.02615 -4.66873
H 4.15528 -5.94041 -3.69076
H 2.91884 -6.96239 -2.90195
H 3.43225 -5.04763 -1.63103
H 2.96175 -3.25895 -0.07017
H 0.44689 -0.64297 -0.87942
H 0.33102 0.75807 0.65848
H 1.61997 0.05542 3.16721
H 1.78495 1.70409 2.53506
H -0.79690 0.19798 3.17891
H -0.20375 1.65893 3.99611
H -2.66352 0.70204 2.14480
H -2.80332 2.22321 3.05490
H -4.17847 2.29521 1.00585
H -2.76454 1.92632 0.01054
H -3.12112 4.40371 1.74848
H -3.11018 5.62332 -0.41296
H -4.45088 4.47822 -0.34515
H -3.01023 4.09512 -1.28850
H -0.83154 3.58089 -0.08688
H -0.92147 5.07971 0.84625
H 0.47804 3.39250 1.98980
H -0.95055 3.80387 2.96295
H 0.00434 -1.70470 -2.74891


Entry 5:
43
Properties=species:S:1:pos:R:3 method="wB97M-V/def2-TZVPD" smiles=CC1(C)C[C@](CCN)(Cc2ccccc2Cl)CCO1 e_above_lowest_kcal_mol=15.2 orbital_gap_ev=9.78 homo_energy_ha=-0.33240
C -3.43651 -2.36676 -0.52749
C -2.28101 -1.71748 0.23905
C -1.70230 -2.73460 1.23446
C -1.17788 -1.24041 -0.74198
C -0.81894 0.24979 -0.59069
C -1.91675 1.09910 -1.26610
C -1.82811 2.63369 -1.12429
N -2.51780 3.22528 0.00614
C 0.51973 0.52936 -1.32719
C 1.71975 -0.18247 -0.77850
C 2.05664 -1.45467 -1.23460
C 3.14012 -2.14856 -0.72784
C 3.93250 -1.57262 0.24964
C 3.64796 -0.29440 0.69365
C 2.55778 0.38814 0.17820
Cl 2.29240 2.00827 0.73976
C -0.68983 0.52892 0.91021
C -1.98781 0.18498 1.66170
O -2.87544 -0.62256 0.92476
H -4.19975 -2.69783 0.17156
H -3.88389 -1.64413 -1.20457
H -3.07954 -3.21975 -1.09769
H -0.82632 -2.33623 1.74066
H -2.45290 -2.98596 1.98070
H -1.41342 -3.64084 0.70869
H -1.49708 -1.42616 -1.76901
H -0.28266 -1.83367 -0.55645
H -1.89870 0.85776 -2.33247
H -2.88695 0.78220 -0.87884
H -2.27373 3.07955 -2.01940
H -0.78992 2.96792 -1.07821
H -2.07732 2.96634 0.88071
H -3.47996 2.90453 0.03705
H 0.71069 1.60176 -1.30109
H 0.38629 0.23484 -2.37055
H 1.46084 -1.90113 -2.01739
H 3.36844 -3.13576 -1.10036
H 4.77844 -2.10606 0.65500
H 4.27090 0.18070 1.43564
H -0.42367 1.56989 1.08692
H 0.12549 -0.08642 1.29764
H -1.74563 -0.29273 2.62280
H -2.57039 1.08413 1.88174


no.,strongest force on any atom (hartree/bohr)
1,0.247
2,0.040
3,0.023
4,0.018
5,0.011